[1]
# C6H12As2F12O6Rb

A molecular structure, C6H12As2F12O6Rb at a distorted geometry (ωB97M-V/def2-TZVPD, the OMol25 dataset).

```
39
Properties=species:S:1:pos:R:3:lowdin_charge:R:1
Rb -2.363 0.464 -1.506 0.95
As -2.152 7.380 -1.199 0.88
F -1.181 8.827 -0.671 -0.32
F -1.653 7.670 -2.892 -0.30
F -3.099 5.964 -1.689 -0.31
F -2.740 7.122 0.511 -0.33
F -3.550 8.497 -1.393 -0.31
F -0.697 6.404 -0.958 -0.30
As -4.014 -6.697 -4.272 0.86
F -5.792 -6.237 -4.154 -0.33
F -4.602 -8.303 -4.790 -0.30
F -2.320 -7.226 -4.356 -0.30
F -3.447 -5.132 -3.593 -0.33
F -4.082 -7.211 -2.598 -0.29
F -3.884 -5.970 -5.888 -0.29
C 5.011 -3.470 -1.784 -0.07
O 5.420 -2.140 -1.781 0.00
C 4.592 -1.110 -1.561 -0.57
O 3.355 -1.176 -1.513 0.09
O 5.357 -0.023 -1.449 0.01
C 4.635 1.241 -1.313 -0.02
H 5.802 -4.219 -1.822 0.09
H 4.390 -3.740 -2.638 0.10
H 4.420 -3.696 -0.897 0.10
H 5.294 2.108 -1.352 0.09
H 4.118 1.233 -0.353 0.09
H 3.917 1.467 -2.101 0.09
C -2.904 2.028 4.998 -0.03
O -1.924 1.159 5.584 -0.03
C -0.861 0.759 4.817 -0.51
O -0.553 1.227 3.675 0.05
O -0.271 -0.326 5.350 0.00
C 1.029 -0.760 4.824 -0.02
H -2.396 2.914 4.616 0.10
H -3.628 2.259 5.779 0.09
H -3.467 1.502 4.227 0.09
H 1.479 -1.396 5.585 0.09
H 1.774 0.008 4.613 0.09
H 0.988 -1.401 3.944 0.09
```

Computed properties:
Multiplicity: 1
Energy in Eh: -6381.59863
Charge: -1
Frontier orbital gap in Eh: 0.330
HOMO energy in eV: -9.42

[2]
# C5H6O2

A molecular structure, C5H6O2 (ωB97M-V/def2-TZVPD, the OMol25 dataset).

```
13
Properties=species:S:1:pos:R:3:lowdin_charge:R:1
C -1.060 1.174 0.139 -0.05
C -0.651 -0.258 0.219 -0.25
O -1.751 -1.226 -0.379 0.02
C 0.576 -0.821 -0.231 -0.44
O 0.595 -1.926 -0.812 0.02
C 1.798 -0.087 0.056 -0.03
C 2.805 0.534 0.283 0.15
H -1.927 1.393 0.768 0.08
H -1.293 1.473 -0.892 0.09
H -0.224 1.786 0.493 0.08
H -1.463 -1.242 0.698 0.17
H -1.109 -1.874 -0.820 0.11
H 3.706 1.074 0.478 0.04
```

Computed properties:
Multiplicity: 1
Energy in Eh: -344.41565
Charge: 0
Frontier orbital gap in Eh: 0.330
HOMO energy in eV: -8.75

[3]
# C39H52AsF4N8O3PS5SeSi2V

A molecular structure, C39H52AsF4N8O3PS5SeSi2V at a distorted geometry (ωB97M-V/def2-TZVPD, the OMol25 dataset).

```
117
Properties=species:S:1:pos:R:3:lowdin_charge:R:1
V -0.136 -0.011 1.591 -0.01
S 2.286 -1.053 5.039 0.54
C 1.216 -0.686 3.846 -1.71
S 0.461 -1.835 2.820 0.60
S 0.661 0.907 3.485 0.45
C -1.745 -2.104 5.166 -0.23
Si -2.635 -0.494 4.619 0.33
C -4.516 -0.913 4.792 -0.23
C -2.149 0.923 5.821 -0.21
As -2.415 0.045 2.309 0.81
Si -3.209 2.293 2.336 0.32
C -2.330 3.815 3.137 -0.23
C -3.411 2.613 0.432 -0.25
C -5.022 2.312 2.996 -0.24
H -2.225 -2.547 6.033 0.02
H -0.713 -1.901 5.430 -0.01
H -1.743 -2.841 4.366 0.00
H -4.832 -0.990 5.827 0.02
H -4.717 -1.864 4.305 0.02
H -5.119 -0.160 4.296 -0.02
H -2.289 0.633 6.857 0.02
H -2.726 1.823 5.629 0.00
H -1.099 1.168 5.685 -0.01
H -1.273 3.606 3.280 -0.03
H -2.750 4.063 4.105 0.01
H -2.403 4.696 2.506 0.02
H -2.716 1.956 -0.096 -0.03
H -3.213 3.640 0.136 0.01
H -4.411 2.355 0.096 0.02
H -5.047 2.239 4.077 0.01
H -5.558 1.459 2.588 0.01
H -5.550 3.214 2.710 0.02
F 2.006 2.233 -1.108 0.00
C 2.809 2.139 -2.196 -0.13
C 2.736 3.153 -3.113 -0.13
F 1.886 4.171 -2.836 0.09
C 3.496 3.163 -4.305 -0.05
C 4.365 2.050 -4.430 -0.13
C 4.445 1.043 -3.502 -0.13
F 5.298 0.032 -3.751 0.11
C 3.663 1.022 -2.322 -0.04
C 3.726 -0.008 -1.351 -0.15
C 2.901 -0.039 -0.235 -0.17
N 2.229 -0.082 0.705 0.19
C 4.633 -1.070 -1.426 -0.19
N 5.366 -1.957 -1.438 0.20
F 5.142 1.957 -5.527 0.10
C 3.371 4.174 -5.288 -0.18
C 2.438 5.206 -5.166 -0.22
N 1.664 6.058 -5.105 0.16
C 4.139 4.223 -6.457 -0.22
N 4.746 4.330 -7.430 0.16
C 0.078 -0.237 -2.261 -0.04
N -1.078 -1.047 -1.947 -0.09
C -1.566 -1.884 -3.024 -0.14
C -3.015 -2.210 -2.705 -0.14
C -3.025 -2.994 -1.407 -0.17
N -2.258 -2.313 -0.377 -0.04
C -2.364 -2.977 0.906 -0.09
C -1.258 -1.469 -0.671 -0.50
O -0.674 -0.816 0.255 -0.36
H -0.161 0.398 -3.115 0.10
H 0.931 -0.878 -2.502 0.08
H 0.335 0.384 -1.402 0.06
H -0.963 -2.798 -3.095 0.13
H -1.470 -1.323 -3.957 0.13
H -3.481 -2.788 -3.503 0.12
H -3.561 -1.272 -2.576 0.12
H -2.600 -3.998 -1.557 0.02
H -4.045 -3.098 -1.028 0.13
H -3.371 -2.832 1.304 0.09
H -1.635 -2.583 1.609 -0.01
H -2.173 -4.043 0.761 0.06
C 2.519 -4.631 2.245 -0.07
C 1.535 -5.706 1.799 -0.46
C 0.118 -5.378 2.224 -0.09
O 1.621 -5.906 0.396 -0.31
P 0.846 -5.121 -0.791 -0.09
S -0.986 -5.806 -1.113 0.24
S 0.959 -3.118 -0.629 0.42
O 1.693 -5.660 -2.031 -0.33
C 3.111 -5.812 -2.141 -0.45
C 3.868 -4.647 -1.535 -0.10
C 3.547 -7.151 -1.557 -0.05
H 2.421 -4.454 3.313 0.07
H 2.317 -3.694 1.728 0.01
H 3.539 -4.941 2.026 0.08
H 1.839 -6.679 2.215 0.14
H -0.144 -4.413 1.801 0.00
H 0.054 -5.316 3.306 0.08
H -0.576 -6.132 1.858 0.06
H 3.273 -5.829 -3.228 0.14
H 3.720 -4.610 -0.459 0.06
H 3.513 -3.714 -1.964 0.04
H 4.931 -4.740 -1.738 0.08
H 3.438 -7.150 -0.476 0.07
H 4.587 -7.344 -1.812 0.08
H 2.924 -7.944 -1.966 0.08
C 1.092 5.654 1.035 -0.02
N 0.247 5.157 -0.011 -0.07
C -0.160 3.872 -0.159 -0.62
Se 0.212 2.554 1.052 0.80
N -0.922 3.806 -1.279 0.14
C -1.017 5.054 -1.854 -0.18
C -1.685 5.525 -2.970 0.00
C -1.565 6.875 -3.255 -0.08
C -0.808 7.724 -2.453 -0.08
C -0.149 7.264 -1.328 0.00
C -0.263 5.915 -1.039 -0.16
H 1.553 4.807 1.546 0.06
H 0.508 6.230 1.756 0.11
H 1.868 6.289 0.607 0.10
H -1.331 2.951 -1.627 0.15
H -2.267 4.867 -3.596 0.11
H -2.059 7.281 -4.124 0.10
H -0.732 8.768 -2.710 0.10
H 0.436 7.926 -0.708 0.11
```

Computed properties:
Multiplicity: 3
Energy in Eh: -11073.25559
Charge: -1
Frontier orbital gap (spin up / spin down) in Eh: 0.213 / 0.171
<S²>: 2.079
HOMO energy (spin up / spin down) in eV: -5.14 / -5.14

[4]
# C13H21BrN

A gas-phase ion, C13H21BrN (charge +1) (ωB97M-V/def2-TZVPD, the OMol25 dataset).

```
36
Properties=species:S:1:pos:R:3:lowdin_charge:R:1
C 0.566 -3.965 -1.405 -0.11
C -0.642 -4.330 -0.550 -0.26
C -0.925 -3.319 0.563 -0.22
C -1.417 -1.975 0.027 -0.21
C -1.745 -0.983 1.148 -0.17
C -0.515 -0.416 1.860 -0.12
N -0.149 0.944 1.365 0.06
C 0.348 1.012 -0.047 -0.09
C 0.755 2.422 -0.372 -0.23
C -0.164 3.310 -0.924 -0.03
C 0.199 4.613 -1.202 -0.10
C 1.492 5.037 -0.923 -0.66
Br 1.996 6.828 -1.299 0.79
C 2.420 4.162 -0.372 -0.10
C 2.047 2.861 -0.097 -0.03
H 0.774 -4.765 -2.110 0.08
H 0.394 -3.057 -1.978 0.06
H 1.449 -3.826 -0.784 0.07
H -1.524 -4.423 -1.186 0.11
H -0.464 -5.303 -0.091 0.11
H -0.015 -3.186 1.154 0.11
H -1.689 -3.732 1.225 0.12
H -0.671 -1.558 -0.649 0.09
H -2.325 -2.149 -0.552 0.13
H -2.363 -1.501 1.882 0.12
H -2.349 -0.161 0.756 0.12
H -0.701 -0.330 2.931 0.14
H 0.345 -1.072 1.713 0.13
H 0.583 1.341 1.968 0.19
H -0.970 1.557 1.441 0.19
H -0.453 0.681 -0.708 0.13
H 1.196 0.331 -0.137 0.15
H -1.166 2.980 -1.156 0.12
H -0.512 5.298 -1.637 0.11
H 3.423 4.499 -0.167 0.11
H 2.776 2.179 0.316 0.12
```

Computed properties:
Multiplicity: 1
Energy in Eh: -3136.49480
Charge: +1
Frontier orbital gap in Eh: 0.342
HOMO energy in eV: -12.27

[5]
# C49H39AsF6GeHgN5O2

A molecular structure, C49H39AsF6GeHgN5O2 at a distorted geometry (ωB97M-V/def2-TZVPD, the OMol25 dataset).

```
104
Properties=species:S:1:pos:R:3:lowdin_charge:R:1
Hg -0.156 -1.588 -0.458 1.17
C 3.852 0.718 -0.266 -0.03
C 4.497 0.354 -1.438 -0.04
C 3.898 -0.577 -2.268 0.01
C 2.666 -1.129 -1.912 -0.20
N 2.038 -0.730 -0.800 0.05
C 2.613 0.160 -0.006 -0.15
C 2.010 -2.184 -2.710 -0.20
C 2.525 -2.628 -3.930 0.00
C 1.819 -3.581 -4.639 -0.03
C 0.667 -4.120 -4.094 0.00
C 0.238 -3.671 -2.845 -0.20
N 0.891 -2.702 -2.205 0.10
C -0.926 -4.248 -2.136 -0.20
C -1.615 -5.367 -2.605 0.01
C -2.610 -5.931 -1.827 -0.05
C -2.893 -5.373 -0.591 -0.04
C -2.191 -4.238 -0.215 -0.11
N -1.250 -3.689 -0.966 0.06
H 4.290 1.421 0.422 0.12
H 5.449 0.792 -1.705 0.12
H 4.384 -0.867 -3.183 0.11
H 2.065 0.427 0.891 0.11
H 3.417 -2.202 -4.356 0.11
H 2.153 -3.886 -5.619 0.12
H 0.102 -4.846 -4.655 0.11
H -1.379 -5.804 -3.561 0.11
H -3.154 -6.795 -2.179 0.11
H -3.625 -5.814 0.066 0.11
H -2.398 -3.752 0.731 0.12
C -3.419 -1.427 -2.128 -0.07
O -2.691 -1.250 -0.932 -0.20
C -3.318 -0.635 0.106 -0.24
C -4.570 -0.047 0.004 -0.02
C -5.162 0.545 1.104 -0.08
C -4.514 0.540 2.326 -0.09
C -3.265 -0.031 2.439 -0.03
C -2.631 -0.613 1.341 -0.22
N -1.362 -1.191 1.424 -0.03
N -0.830 -1.142 2.597 0.09
C 0.380 -1.591 2.919 -0.17
C 1.247 -2.353 2.054 -0.36
O 0.891 -2.804 0.927 -0.16
C 2.573 -2.655 2.525 0.00
C 3.019 -2.246 3.730 -0.01
C 2.169 -1.543 4.630 -0.18
C 2.631 -1.144 5.892 -0.04
C 1.797 -0.505 6.775 -0.09
C 0.473 -0.252 6.415 -0.08
C 0.004 -0.618 5.176 -0.04
C 0.840 -1.256 4.249 -0.10
H -4.323 -2.020 -1.948 0.11
H -2.759 -1.954 -2.815 0.07
H -3.685 -0.469 -2.577 0.09
H -5.096 -0.054 -0.936 0.11
H -6.126 1.016 0.994 0.10
H -4.978 0.998 3.184 0.11
H -2.739 -0.027 3.378 0.09
H 3.198 -3.219 1.850 0.12
H 4.029 -2.459 4.053 0.12
H 3.659 -1.347 6.153 0.11
H 2.164 -0.201 7.745 0.10
H -0.182 0.240 7.119 0.10
H -1.022 -0.429 4.904 0.09
C -1.848 2.355 -1.889 -0.21
Ge -0.548 1.630 -0.536 1.10
C -1.273 2.245 1.266 -0.33
C -2.467 2.950 1.335 -0.11
C -2.956 3.397 2.551 -0.09
C -2.268 3.129 3.721 -0.08
C -1.085 2.410 3.665 -0.09
C -0.598 1.968 2.449 -0.16
C 1.128 2.685 -1.056 -0.23
C 1.626 2.282 -2.271 -0.15
C 2.623 2.989 -2.949 -0.07
C 3.131 4.132 -2.403 -0.03
C 2.699 4.570 -1.135 -0.17
C 3.247 5.729 -0.545 -0.04
C 2.868 6.139 0.701 -0.09
C 1.920 5.391 1.411 -0.08
C 1.356 4.275 0.857 -0.03
C 1.706 3.826 -0.432 -0.17
H -1.854 3.439 -1.796 0.03
H -2.858 1.981 -1.753 0.01
H -1.526 2.109 -2.896 -0.02
H -3.024 3.157 0.432 0.09
H -3.879 3.958 2.586 0.11
H -2.648 3.482 4.670 0.10
H -0.539 2.190 4.569 0.10
H 0.330 1.408 2.419 0.09
H 1.231 1.395 -2.743 0.06
H 2.959 2.630 -3.911 0.11
H 3.867 4.717 -2.934 0.11
H 3.989 6.286 -1.099 0.11
H 3.293 7.028 1.143 0.10
H 1.633 5.706 2.403 0.10
H 0.638 3.709 1.425 0.07
F -0.477 -0.165 -2.929 -0.34
As -0.675 -0.173 -4.729 0.81
F -2.360 0.229 -4.518 -0.24
F -1.091 -1.884 -4.582 -0.25
F -0.814 -0.283 -6.454 -0.24
F 1.038 -0.548 -4.834 -0.24
F -0.272 1.517 -4.830 -0.24
```

Computed properties:
Multiplicity: 2
Energy in Eh: -7380.30934
Charge: 0
Frontier orbital gap (spin up / spin down) in Eh: 0.240 / 0.215
<S²>: 0.754
HOMO energy (spin up / spin down) in eV: -7.25 / -7.36

[6]
# C32H38Li2O16S

A molecular structure, C32H38Li2O16S at a distorted geometry (ωB97M-V/def2-TZVPD, the OMol25 dataset).

```
89
Properties=species:S:1:pos:R:3:lowdin_charge:R:1
Li -2.510 2.456 2.828 0.80
Li 1.732 2.733 -0.852 0.81
S -0.439 1.294 0.911 0.20
O 0.323 0.930 2.043 -0.28
O 0.322 2.335 0.211 -0.42
O -0.654 0.239 0.064 -0.29
O -1.609 1.958 1.311 -0.35
C -3.089 -0.053 2.965 -0.18
O -3.666 0.883 3.819 -0.16
H -2.021 -0.306 3.069 0.09
H -3.125 0.320 1.974 0.04
H -3.612 -1.009 2.880 0.11
H -4.352 0.416 4.419 0.15
C -3.450 0.418 -1.470 -0.15
O -3.090 -0.816 -0.828 -0.18
H -3.868 1.128 -0.669 0.09
H -4.289 0.307 -2.165 0.08
H -2.481 0.834 -1.774 0.04
H -2.028 -0.697 -0.607 0.08
C -3.610 5.414 -2.557 -0.01
C -2.626 5.460 -1.545 -0.02
C -1.570 4.557 -1.535 -0.37
C -1.485 3.533 -2.490 -0.01
C -2.499 3.488 -3.494 0.00
C -3.607 4.380 -3.562 -0.30
O -4.559 4.201 -4.512 0.05
O -0.832 4.610 -0.404 0.00
H -4.321 6.096 -2.580 0.05
H -2.748 6.206 -0.631 0.16
H -0.529 2.973 -2.553 0.10
H -2.422 2.608 -4.174 0.12
H -5.094 4.985 -4.602 0.10
H -0.405 3.696 -0.312 0.04
C 0.930 -2.357 3.540 0.01
C 1.237 -3.670 3.902 0.00
C 1.438 -4.055 5.264 -0.29
C 1.132 -3.247 6.376 -0.03
C 0.893 -1.846 6.049 0.02
C 0.704 -1.452 4.635 -0.32
O 0.433 -0.192 4.339 -0.04
O 1.813 -5.426 5.475 -0.04
H 1.078 -1.904 2.625 0.08
H 1.497 -4.386 3.282 0.06
H 1.519 -3.607 7.340 0.11
H 0.836 -1.176 6.832 0.06
H 0.415 0.103 3.266 0.10
H 1.471 -5.570 6.421 0.12
C 1.231 0.946 -4.591 -0.01
C 1.213 0.498 -5.936 0.00
C 0.074 -0.264 -6.433 -0.33
C -1.038 -0.566 -5.632 0.01
C -0.957 -0.226 -4.225 0.03
C 0.176 0.575 -3.706 -0.32
O 0.287 0.884 -2.412 -0.06
O 0.132 -0.819 -7.664 -0.01
H 1.966 1.604 -4.357 0.06
H 2.045 0.808 -6.509 0.09
H -1.860 -1.120 -6.017 0.10
H -1.634 -0.482 -3.475 0.07
H -0.355 0.602 -1.633 0.11
H 0.952 -0.801 -8.309 0.18
C 5.071 0.106 2.744 0.01
C 3.748 0.494 2.535 0.01
C 3.562 1.881 2.491 -0.23
C 4.599 2.850 2.714 0.02
C 5.953 2.374 2.903 0.01
C 6.192 0.986 2.991 -0.30
O 7.469 0.541 3.166 0.03
O 2.289 2.488 2.340 0.02
H 5.086 -0.804 3.012 0.04
H 3.135 -0.233 2.166 0.09
H 4.520 3.784 2.681 0.02
H 6.676 3.262 3.176 0.15
H 7.717 -0.114 3.810 0.10
H 1.620 1.906 2.524 -0.03
C -0.242 -3.827 -2.687 -0.01
C -0.456 -2.800 -1.682 0.00
C -0.724 -3.252 -0.396 -0.32
C -0.680 -4.659 -0.023 0.03
C -0.565 -5.541 -1.133 -0.01
C -0.236 -5.193 -2.470 -0.37
O -0.204 -6.106 -3.414 0.14
O -1.061 -2.353 0.578 -0.02
H -0.176 -3.566 -3.775 0.12
H -0.274 -1.754 -1.854 0.08
H -0.948 -4.966 0.975 0.10
H -0.596 -6.628 -1.032 0.11
H -0.032 -5.924 -4.220 0.00
H -0.858 -1.383 0.249 0.07
```

Computed properties:
Multiplicity: 1
Energy in Eh: -2859.07364
Charge: 0
Frontier orbital gap in Eh: 0.229
HOMO energy in eV: -7.12